Molecular formula: C42H67AsN4O4PS2Si3V
Method: DFT, ωB97M-V with the def2-TZVPD basis set

XYZ file:
```
125
Properties=species:S:1:pos:R:3:mulliken_charge:R:1
V -0.498 -0.460 0.158 0.5970
O 1.124 0.079 2.057 -0.0502
S 1.534 1.088 3.099 0.1175
C 3.253 0.627 3.449 -0.9874
C 3.960 -0.090 2.293 1.0098
C 3.968 -1.617 2.368 -1.5761
C 2.767 -2.324 1.764 0.3621
S 2.421 -2.137 -0.019 0.3831
O 1.696 -0.829 -0.301 -0.1724
C 4.066 -1.863 -0.642 0.3759
C 4.918 -2.957 -0.729 -0.6612
C 6.192 -2.781 -1.244 -0.7754
C 6.598 -1.528 -1.683 -0.6093
C 5.730 -0.449 -1.610 -1.2030
C 4.455 -0.612 -1.087 0.1798
C 1.815 2.684 2.246 1.6167
C 1.772 3.753 3.272 -1.1664
C 1.885 5.017 2.893 -1.2547
C 1.937 5.253 1.438 0.0669
C 1.406 3.870 -0.076 -0.1830
C 1.286 2.635 0.777 -1.7999
H 3.214 0.006 4.345 0.6205
H 3.757 1.556 3.720 0.5635
H 4.994 0.261 2.284 0.7569
H 3.514 0.200 1.344 -1.5869
H 4.052 -1.946 3.409 0.6037
H 4.873 -1.976 1.872 0.2517
H 1.812 -2.060 2.214 -0.7511
H 2.876 -3.408 1.853 0.8328
H 4.588 -3.937 -0.409 0.5083
H 6.863 -3.626 -1.315 0.4464
H 7.589 -1.396 -2.094 0.4259
H 6.044 0.523 -1.966 0.5145
H 3.756 0.211 -1.032 0.1385
H 1.671 3.464 4.311 0.5071
H 1.894 5.835 3.600 0.4227
H 2.288 6.250 1.183 0.6769
H 1.339 3.626 -1.132 0.6256
H -0.053 1.183 1.203 -1.0276
N -2.168 2.511 1.454 0.9162
C -2.869 1.335 1.407 -0.6755
C -4.145 1.378 2.017 -1.1770
C -4.976 0.297 1.940 -1.2756
C -4.553 -0.837 1.236 -1.0899
C -3.306 -0.802 0.675 -1.1852
N -2.435 0.232 0.788 2.6061
C -0.920 2.974 1.033 0.2224
C -0.648 4.296 1.135 -1.9743
C 0.597 4.942 0.595 -0.5100
C 2.736 4.169 0.585 -1.5688
C 2.792 2.706 1.114 -0.9497
N 0.010 1.990 0.576 3.1329
H -2.681 3.241 1.924 0.2068
H -4.449 2.278 2.534 0.5741
H -5.952 0.330 2.406 0.4605
H -5.180 -1.706 1.109 0.5974
H -2.932 -1.637 0.095 0.3839
H -1.441 4.925 1.521 0.4805
H 0.336 5.810 -0.010 0.4788
H 3.603 4.532 0.045 0.4570
H 3.643 2.051 1.002 0.8236
C -2.061 -3.754 1.210 -1.1906
P -0.545 -2.901 0.563 1.3007
C 0.310 -4.065 4.468 -0.3362
C -0.070 -4.151 -0.733 -1.5192
H -1.808 -4.762 1.546 0.5213
H -2.860 -3.851 0.466 0.4040
H -2.466 -3.215 2.067 0.0512
H 0.432 -5.132 4.624 0.3019
H 1.085 -3.505 4.989 0.2961
H 0.306 -3.805 3.407 -0.0732
H 0.611 -4.893 -0.310 0.4025
H 0.427 -3.694 -1.585 0.0792
H -0.947 -4.677 -1.109 0.5422
C -4.507 -0.947 -2.855 -0.9604
Si -2.770 -1.399 -3.403 0.3147
C -2.387 -3.143 -2.870 -0.4565
C -2.716 -1.309 -5.277 -1.0641
As -1.206 0.009 -2.276 0.3123
Si 0.740 0.036 -3.641 0.1399
C 1.896 1.246 -2.792 0.1349
C 1.458 -1.691 -3.671 -0.3546
C 0.517 0.600 -5.416 -1.1701
Si -2.279 2.064 -2.836 0.0496
C -1.150 3.550 -2.711 -0.7795
C -2.943 2.009 -4.594 -1.2006
C -3.751 2.317 -1.686 -0.9618
H -5.203 -1.556 -3.437 0.5289
H -4.760 0.096 -3.035 0.2550
H -4.682 -1.156 -1.800 0.1055
H -3.040 -3.847 -3.387 0.5494
H -2.531 -3.255 -1.795 -0.3391
H -1.356 -3.420 -3.083 0.2295
H -3.171 -2.236 -5.635 0.4007
H -1.712 -1.257 -5.694 0.1871
H -3.291 -0.478 -5.679 0.3442
H 1.912 1.078 -1.716 -1.0060
H 1.602 2.277 -2.980 0.3867
H 2.908 1.114 -3.182 0.5976
H 1.600 -2.091 -2.668 -0.3001
H 2.430 -1.658 -4.168 0.4619
H 0.824 -2.381 -4.230 0.3940
H -0.086 1.498 -5.537 0.2696
H 0.099 -0.184 -6.045 0.3728
H 1.514 0.825 -5.803 0.4176
H -0.263 3.473 -3.337 0.3033
H -0.847 3.743 -1.686 -0.0778
H -1.723 4.413 -3.058 0.5657
H -2.269 1.555 -5.319 0.2761
H -3.132 3.036 -4.912 0.3983
H -3.892 1.475 -4.642 0.3668
H -3.516 3.055 -0.920 0.3794
H -4.085 1.409 -1.189 0.0514
H -4.591 2.699 -2.269 0.6650
O -0.971 -3.748 5.052 -0.4062
C -1.413 -2.528 4.868 0.4256
C -2.762 -2.182 5.432 -0.5592
C -2.819 -0.687 5.137 -0.4734
C -1.604 -0.463 4.243 -0.0969
O -1.356 0.551 3.635 -0.4856
N -0.782 -1.604 4.223 0.1306
H -2.825 -2.453 6.484 0.3782
H -3.525 -2.753 4.899 0.2946
H -2.694 -0.080 6.034 0.3402
H -3.725 -0.353 4.634 0.1518
```

Calculated values
HOMO (spin up / spin down) ... -8.3 / -8.3 eV
Expectation value of S² ... 3.77
Frontier orbital gap (spin up / spin down) ... 0.248 / 0.245 hartree
Spin multiplicity ... 4
Net charge ... +1

Molecular formula: C12H30CrCs2Li2N2O12PS2
Method: DFT, ωB97M-V with the def2-TZVPD basis set

XYZ file:
```
64
Properties=species:S:1:pos:R:3:mulliken_charge:R:1
Cr 16.947 4.232 -11.414 -0.6356
Cs 13.023 3.321 -12.018 1.0226
Cs 12.769 2.278 -7.574 1.0732
Li 18.773 5.461 -8.915 0.9886
Li 16.082 1.104 -9.251 0.9007
P 15.988 3.643 -9.301 0.8160
O 15.254 4.335 -10.469 -0.5515
O 17.395 4.320 -9.470 0.5610
O 16.341 2.578 -10.366 -0.8874
O 15.521 2.856 -8.084 -0.9518
S 19.117 5.792 -11.689 1.1700
O 19.737 6.499 -12.765 -0.6674
O 19.897 5.852 -10.454 -0.8743
O 17.709 6.071 -11.392 -0.4542
O 18.817 4.386 -12.058 -0.2417
S 16.250 3.429 -13.930 1.3267
O 17.056 2.746 -12.893 -0.5976
O 16.991 3.660 -15.144 -0.7232
O 15.036 2.624 -14.121 -0.8550
O 15.960 4.637 -13.112 -0.6258
C 16.506 7.834 -8.722 -1.1646
C 17.726 8.015 -7.761 -0.8922
N 18.402 6.774 -7.393 0.8960
C 19.602 7.120 -6.597 -0.6499
C 20.645 7.911 -7.413 -1.3015
C 17.495 5.925 -6.602 -0.5325
C 18.125 4.517 -6.316 -1.6102
H 16.222 8.837 -9.042 0.4793
H 15.674 7.464 -8.125 0.3083
H 16.867 7.282 -9.590 0.1446
H 18.416 8.657 -8.306 0.4492
H 17.356 8.554 -6.876 0.3732
H 19.262 7.662 -5.707 0.4110
H 20.084 6.198 -6.272 0.3670
H 21.641 7.803 -6.993 0.3848
H 20.571 7.609 -8.458 0.2793
H 20.412 8.976 -7.366 0.3302
H 16.614 5.748 -7.211 0.0909
H 17.262 6.271 -5.587 0.4779
H 17.233 3.960 -6.016 0.3761
H 18.854 4.505 -5.509 0.5388
H 18.564 4.022 -7.180 0.2595
C 16.717 -0.226 -6.648 -1.2561
C 17.915 0.521 -7.257 -0.0330
N 18.099 0.336 -8.706 0.8421
C 18.161 -1.046 -9.114 -0.9992
C 19.434 -1.796 -8.695 -1.1905
C 19.189 1.218 -9.143 0.2631
C 19.462 1.194 -10.650 -1.4384
H 16.715 -0.186 -5.561 0.4104
H 16.766 -1.301 -6.858 0.3811
H 15.756 0.048 -7.104 0.1374
H 17.734 1.584 -7.106 -0.1528
H 18.751 0.167 -6.645 0.4084
H 18.038 -1.125 -10.201 0.4814
H 17.266 -1.604 -8.818 0.4568
H 20.331 -1.308 -9.072 0.2605
H 19.430 -2.819 -9.072 0.4389
H 19.507 -1.806 -7.606 0.2703
H 18.951 2.232 -8.825 -0.7568
H 20.138 1.015 -8.627 0.4795
H 18.690 1.780 -11.152 0.4088
H 20.388 1.734 -10.854 0.4067
H 19.536 0.219 -11.128 0.3727
```

Calculated values
HOMO (spin up / spin down) ... -6.3 / -6.9 eV
Expectation value of S² ... 3.77
Frontier orbital gap (spin up / spin down) ... 0.149 / 0.172 hartree
Spin multiplicity ... 4
Net charge ... 0

Molecular formula: C32H24NO4P2S5SbTl
Method: DFT, ωB97M-V with the def2-TZVPD basis set

XYZ file:
```
70
Properties=species:S:1:pos:R:3:mulliken_charge:R:1
Tl -1.323 -0.448 2.879 0.7128
O -2.525 -4.528 6.012 -0.4710
C -2.128 -3.451 5.286 0.1616
O -2.807 -3.033 4.406 -0.5053
C -0.808 -2.918 5.745 0.4996
C -0.189 -3.489 6.843 -0.4766
C 1.028 -2.972 7.265 -0.2599
C 1.580 -1.923 6.572 -0.7299
C 0.915 -1.435 5.452 0.5413
N -0.260 -1.910 5.050 0.0344
C 1.530 -0.323 4.602 -0.1871
O 2.298 0.445 5.196 -0.7145
O 1.199 -0.337 3.382 -0.2841
H -3.373 -4.783 5.624 0.3420
H -0.665 -4.315 7.352 0.4323
H 1.531 -3.390 8.128 0.4030
H 2.514 -1.462 6.865 0.4603
S 3.184 1.016 0.734 -0.5005
P 1.686 0.981 -0.527 1.5160
C 0.100 1.388 0.173 0.3331
P -1.500 1.170 -0.539 0.8365
S -2.997 1.391 0.717 -0.4229
C -1.616 -0.509 -1.295 0.3525
C -1.371 -0.773 -2.639 0.1732
C -1.565 -2.047 -3.161 -0.7325
C -2.014 -3.075 -2.343 -0.4959
C -2.261 -2.822 -1.000 -0.8806
C -2.073 -1.547 -0.485 -0.6317
C -1.897 2.257 -1.981 0.2716
C -1.154 3.387 -2.299 -0.0492
C -1.550 4.221 -3.343 -0.6682
C -2.696 3.939 -4.066 -0.4799
C -3.467 2.827 -3.731 -0.6613
C -3.073 1.997 -2.693 -0.5266
C 1.633 -0.718 -1.217 -0.4157
C 2.245 -1.094 -2.410 -0.3351
C 2.291 -2.432 -2.789 -0.7215
C 1.744 -3.408 -1.970 -0.5192
C 1.172 -3.045 -0.756 -0.6445
C 1.126 -1.711 -0.378 -0.1143
C 2.093 2.043 -1.980 -0.1705
C 3.020 3.070 -1.823 -0.8704
C 3.372 3.874 -2.903 -0.5944
C 2.817 3.645 -4.157 -0.5868
C 1.876 2.638 -4.317 -0.7865
C 1.506 1.855 -3.230 0.4082
H -1.030 0.019 -3.293 0.0842
H -1.370 -2.234 -4.211 0.3786
H -2.177 -4.065 -2.754 0.3603
H -2.610 -3.617 -0.349 0.4203
H -2.299 -1.338 0.553 0.2897
H -0.269 3.623 -1.724 0.1013
H -0.953 5.094 -3.584 0.4165
H -3.002 4.586 -4.882 0.3514
H -4.382 2.616 -4.274 0.3700
H -3.680 1.145 -2.415 0.4066
H 2.698 -0.344 -3.043 0.4999
H 2.768 -2.711 -3.722 0.3884
H 1.767 -4.449 -2.273 0.3582
H 0.768 -3.804 -0.095 0.4414
H 0.704 -1.426 0.577 0.4607
H 3.462 3.223 -0.847 0.3366
H 4.090 4.675 -2.766 0.3830
H 3.108 4.254 -5.006 0.3527
H 1.421 2.464 -5.286 0.4071
H 0.751 1.091 -3.353 0.1404
S 1.257 4.972 4.018 -0.6823
Sb 0.770 2.843 3.327 0.4986
S -1.193 2.074 4.341 -0.5963
S 0.250 3.064 0.815 -0.2091
```

Calculated values
HOMO (spin up / spin down) ... -1.3 / -1.8 eV
Expectation value of S² ... 0.76
Frontier orbital gap (spin up / spin down) ... 0.185 / 0.201 hartree
Spin multiplicity ... 2
Net charge ... -2

Molecular formula: H8N2Si2
Method: DFT, ωB97M-V with the def2-TZVPD basis set

XYZ file:
```
12
Properties=species:S:1:pos:R:3:mulliken_charge:R:1
N -1.148 -1.760 -0.034 -0.5862
N 0.237 -1.631 0.400 0.0384
Si -0.130 2.186 -0.431 0.5273
Si 1.534 -1.087 -0.455 -0.1685
H -1.686 -1.799 0.745 0.2401
H -1.330 -0.862 -0.460 0.2660
H 0.421 -2.215 1.200 0.2714
H -0.150 3.436 -1.100 -0.1297
H 1.128 1.387 -0.468 -0.1634
H -1.148 1.440 -1.170 -0.1303
H -0.218 2.388 1.085 -0.0746
H 2.490 -1.483 0.687 -0.0904
```

Calculated values
HOMO ... -8.1 eV
Frontier orbital gap ... 0.317 hartree
Net charge ... 0